No. 1
40
Properties=species:S:1:pos:R:3:forces:R:3:mulliken_charge:R:1 method="wB97M-V/def2-TZVPD" smiles="COc1cc(NC(=O)CSc2nnc(C)s2)cc(OC)c1OC" spin_multiplicity=1 e_tot_ha=-1805.2403 e_homo_ev=-7.66 orbital_gap_ev=8.01 e_above_lowest_kj_mol=187.41
C -0.55814 -3.23912 1.70860 0.2 -0.2 0.1 -0.79
H 0.33007 -3.26608 1.06882 -0.1 0.0 0.1 0.30
H -1.04453 -4.21294 1.69738 0.1 0.0 0.0 0.25
H -0.26335 -2.99727 2.73486 0.0 0.0 0.0 0.34
O -1.52254 -2.33332 1.22098 -0.2 0.4 -0.1 -0.42
C -1.15259 -1.04150 1.03429 -0.2 0.1 -0.1 0.30
C 0.08814 -0.52898 1.37284 0.0 0.0 0.1 -0.41
C 0.38787 0.79414 1.07199 -0.4 0.0 -0.2 -0.83
C -0.55740 1.61776 0.49103 0.0 0.2 0.0 -0.46
C -1.82384 1.12616 0.18241 0.0 -0.2 0.0 1.22
C -2.12865 -0.21870 0.43182 -0.1 -0.2 -0.1 0.54
O -3.30782 -0.85944 0.17887 0.3 0.2 0.3 -0.48
C -4.22590 -0.33555 -0.75207 -0.4 0.1 -0.3 -0.79
H -4.95763 -1.12923 -0.90391 0.0 0.1 0.0 0.28
H -3.74592 -0.09821 -1.70500 0.0 0.0 0.0 0.31
H -4.72891 0.55633 -0.37287 0.0 -0.1 -0.1 0.25
O -2.79832 1.91638 -0.36918 0.1 -0.4 0.2 -0.43
C -2.48750 3.25493 -0.67528 0.0 0.2 0.0 -0.94
H -3.38927 3.66202 -1.13089 0.1 0.0 0.0 0.25
H -1.65772 3.32702 -1.38461 0.0 0.0 0.0 0.37
H -2.24723 3.82819 0.22527 0.0 0.0 0.0 0.34
H -0.29160 2.63535 0.27231 0.0 0.1 0.0 0.52
N 1.70525 1.23579 1.31246 -0.1 -0.1 0.5 -0.16
C 2.40341 2.06448 0.50066 0.4 0.1 0.3 0.23
O 1.92449 2.84798 -0.28697 -0.1 0.2 -0.2 -0.62
C 3.92246 1.94645 0.63230 0.1 -0.4 -0.2 -0.64
H 4.37734 2.34055 -0.27707 -0.2 0.1 0.1 0.38
H 4.27916 2.52438 1.48582 0.0 0.0 0.0 0.40
S 4.52358 0.24234 0.93178 0.3 0.3 0.2 -0.16
C 3.41284 -0.68051 -0.04020 -0.2 0.5 -0.9 0.45
N 2.97243 -1.82856 0.34214 1.0 0.5 1.2 -0.50
N 2.11338 -2.37673 -0.50083 -1.0 -1.1 -0.8 -0.27
C 1.85454 -1.67107 -1.54173 0.4 0.8 -0.3 0.83
C 0.87690 -2.03745 -2.58454 -0.2 0.0 -0.2 -1.25
H 0.04666 -1.33129 -2.57383 -0.1 0.0 0.0 0.25
H 0.49894 -3.03606 -2.38329 0.0 0.0 0.0 0.35
H 1.33719 -2.00932 -3.57083 0.0 0.0 -0.1 0.38
S 2.75417 -0.16107 -1.59230 0.0 -0.9 0.7 -0.14
H 2.24241 0.62628 1.91825 0.0 0.1 -0.2 0.33
H 0.83760 -1.15412 1.83051 0.1 -0.1 0.0 0.43



No. 2
35
Properties=species:S:1:pos:R:3:forces:R:3:mulliken_spin:R:1 method="wB97M-V/def2-TZVPD" s2=2.025 spin_multiplicity=3 e_tot_ha=-1557.1281 e_homo_ev="-5.64 / -5.97" orbital_gap_ev="5.80 / 5.51"
C -2.85710 -1.49860 0.62268 0.8 -1.8 1.6 0.05
C -2.06461 0.70326 2.20026 6.2 -0.2 -2.9 -0.01
H -3.23828 -1.80266 -0.39060 0.4 1.5 0.8 0.00
H -3.39122 -2.19081 1.29563 -0.3 0.1 -0.3 -0.01
H -1.86475 -1.98500 0.83413 -0.3 0.4 -0.9 -0.01
H -1.88013 1.65436 1.69821 -0.4 0.1 -0.1 -0.01
H -3.64678 1.22231 2.43802 -2.7 -3.0 -1.7 0.00
H -1.73999 0.75724 3.22838 -0.4 -0.9 0.1 0.00
C -0.37667 -2.11275 -1.83182 1.6 1.7 -0.5 0.00
C 0.34800 -2.52496 -2.92934 -1.1 -0.6 0.6 0.09
C 1.46833 -1.78669 -3.35760 1.0 1.0 -0.1 0.08
C 1.90213 -0.64726 -2.69722 -0.2 -0.5 -0.2 0.00
H -1.26009 -2.59948 -1.36959 0.8 0.3 -0.6 0.01
H 0.01567 -3.41293 -3.43775 0.2 -0.2 -0.3 0.01
H 2.03402 -2.09730 -4.23125 -0.2 -0.1 0.1 0.01
H 2.74174 -0.01827 -2.95900 0.2 -0.6 -0.6 0.01
N 0.04328 -0.93581 -1.25127 -0.7 0.0 0.8 0.17
C 1.18262 -0.20625 -1.59123 -0.8 0.5 0.9 0.20
C 1.52854 1.00011 -0.80769 -1.2 0.1 0.0 0.07
N 0.65330 1.44442 0.18705 -0.4 -1.3 0.6 0.15
C 0.84270 2.48650 1.06718 0.8 -0.8 -2.1 0.02
C 2.81438 2.93341 -0.25085 0.6 -0.5 -1.0 0.08
C 1.93881 3.27118 0.80019 -0.8 0.2 0.9 0.08
H 0.08235 2.60134 1.86612 0.7 0.0 -0.7 0.01
H 2.07866 4.13727 1.42140 0.4 0.2 0.0 0.01
C 2.63288 1.81168 -1.04672 0.0 0.4 0.4 0.00
H 3.25574 1.47825 -1.86221 0.6 0.6 0.2 0.01
H 3.67461 3.55904 -0.46654 -0.1 0.0 0.2 0.01
Ti -0.47472 -0.18629 0.60012 -2.7 1.7 0.3 0.97
C 0.07997 -1.21168 2.09773 0.4 -0.9 1.6 0.00
H 0.42169 -0.37595 2.72050 0.3 -0.5 0.2 0.00
H 0.85950 -1.73590 1.54264 0.5 -0.5 0.3 -0.01
H -0.70260 -1.82365 2.55605 0.6 0.0 0.3 0.01
N -4.16588 0.30842 1.86653 3.1 -0.6 -1.4 0.04
C -2.93609 -0.21655 1.43785 -6.9 4.3 3.5 -0.05



No. 3
50
Properties=species:S:1:pos:R:3:forces:R:3:mulliken_spin:R:1 method="wB97M-V/def2-TZVPD" charge=-1 s2=0.760 spin_multiplicity=2 e_tot_ha=-12944.9272 e_homo_ev="-4.76 / -4.71" orbital_gap_ev="6.05 / 5.98" e_above_lowest_kj_mol=0.00
Co -0.44996 -0.61738 0.40961 0.8 0.1 0.0 -0.02
C -3.28384 -0.09026 4.22264 0.0 0.0 -0.1 0.00
N -3.01640 0.10139 2.80557 -0.2 -0.2 0.0 0.00
C -2.95197 -0.86628 1.92619 -0.1 0.2 0.0 0.00
N -3.18793 -2.13540 2.25748 0.0 -0.1 0.0 0.00
S -2.61430 -0.45974 0.25177 -0.2 -0.1 0.0 0.00
H -3.36966 0.88984 4.68265 0.0 0.0 0.0 0.00
H -2.47550 -0.63843 4.70476 0.0 0.0 0.0 0.00
H -4.22535 -0.62659 4.34757 0.0 0.0 0.0 0.00
H -2.57331 0.97654 2.51300 0.0 0.0 0.0 0.00
H -2.91762 -2.42375 3.19049 0.0 0.0 0.0 0.00
H -2.94747 -2.79941 1.53331 0.0 0.0 0.1 0.00
Se 3.36779 -1.79015 -1.48959 -0.1 0.0 0.2 0.64
Sb 2.33012 -2.77640 0.57714 -0.1 -0.3 -0.6 -0.05
Se 3.07647 -4.94255 1.21717 0.0 0.0 0.1 -0.01
Se 3.06198 -0.63825 1.48170 0.0 0.4 0.1 0.44
Se -0.17340 -2.91209 0.18986 -0.2 0.1 0.1 0.00
F 1.17219 -2.11108 3.55645 0.1 -0.1 0.0 0.02
B 0.02123 -1.40042 3.71518 0.0 0.0 -0.1 -0.03
F -0.29085 -0.69577 2.43811 -0.1 -0.1 0.0 0.01
F 0.10626 -0.40034 4.66433 0.0 0.1 0.1 -0.01
F -1.06640 -2.24358 4.00050 -0.1 0.0 0.0 0.00
C -0.45358 -0.52382 -1.42735 0.0 -0.1 0.0 0.00
C -0.39719 -0.45791 -2.63600 -0.1 0.0 0.1 0.00
C -0.28394 -0.46568 -4.06355 0.0 0.0 0.0 0.00
C -1.28751 0.07825 -4.86843 0.0 0.0 0.0 0.00
C -1.16614 0.05759 -6.24880 0.0 0.0 0.0 0.00
C -0.04211 -0.49783 -6.84454 0.0 0.0 0.0 0.00
C 0.96006 -1.03800 -6.04928 0.0 0.0 0.0 0.01
C 0.84375 -1.02774 -4.66906 0.0 0.0 0.0 -0.03
H -2.16027 0.51247 -4.39882 0.0 0.0 0.0 0.00
H -1.95316 0.47852 -6.86222 0.0 0.0 0.0 0.00
H 0.05083 -0.51168 -7.92316 0.0 0.0 0.0 0.00
H 1.83766 -1.47713 -6.50648 0.0 0.0 0.0 0.00
H 1.61337 -1.45505 -4.03848 0.0 0.0 0.0 0.01
C 3.22667 3.06800 0.80772 0.0 0.0 0.0 0.00
N 1.84492 2.67115 0.96738 0.1 0.0 0.0 0.00
C 1.08716 2.79894 2.19191 0.0 0.0 0.0 0.00
C -0.18349 2.04132 1.83551 0.1 0.0 -0.1 0.00
O -1.20439 2.06358 2.49396 0.2 0.2 0.0 0.00
N 0.03831 1.36157 0.66372 -0.3 0.0 -0.1 0.00
C 1.22197 1.78542 0.17428 0.0 0.0 0.0 0.01
N 1.70866 1.42805 -1.01019 0.2 0.0 0.1 0.00
H 3.45962 3.81838 1.55958 0.0 0.0 0.0 0.00
H 3.37736 3.51301 -0.17665 0.0 0.0 0.0 0.00
H 3.90430 2.21899 0.93274 0.0 0.0 0.0 0.00
H 0.87767 3.83581 2.45350 0.0 0.0 0.0 0.00
H 1.56927 2.28783 3.03219 0.0 0.0 0.0 0.00
H 1.20456 0.68476 -1.49474 0.0 0.0 0.0 -0.01
H 2.71358 1.35131 -1.09060 0.0 0.0 0.0 0.00